An isolated molecule of C26H30N4O4S, computed with wB97M-V/def2-TZVPD.

Results
E	-52435.296	eV
total charge	0
LUMO energy	0.6	eV

Geometry (Å):
S1 -0.4717 -1.1604 2.0812
O1 -3.3810 1.1389 3.8960
O2 1.9392 -2.9404 -0.9897
O3 -2.7958 1.4814 -0.8677
O4 0.9012 0.9419 0.9998
N1 0.4331 0.1492 -1.0670
N2 -1.8179 2.2541 1.0267
N3 2.2630 -1.4277 0.6654
N4 -2.3938 1.7897 3.2346
C1 1.5886 -1.9702 -0.3479
C2 -2.6534 1.6673 1.9530
C3 0.2500 -1.2581 -0.6762
C4 -1.9292 2.1283 -0.3243
C5 -0.8415 0.4618 -4.5290
C6 3.4768 -1.9839 1.2169
C7 1.5223 0.8175 -4.5361
C8 4.5179 -0.8820 1.4146
C9 1.5588 0.6351 -3.1663
C10 0.6642 1.1359 -0.1867
C11 -2.7203 -2.1808 1.4170
C12 0.5619 2.5624 -0.7091
C13 -2.0114 -1.7824 2.5041
C14 -0.8188 0.2785 -3.1590
C15 -4.2501 0.6200 3.0132
C16 -0.7633 -1.4665 0.4026
C17 -3.8438 0.9243 1.7460
C18 -5.4154 -0.1340 3.5358
C19 -2.0039 -2.0033 0.2160
C20 4.0529 -0.1569 2.6824
C21 0.2945 0.9052 -6.7228
C22 3.2797 -1.2052 3.5066
C23 0.3243 0.7343 -5.2357
C24 3.2369 -2.4764 2.6473
C25 -0.8820 2.9075 -1.1094
C26 0.3846 0.3750 -2.4729
H1 0.9058 3.2110 0.0993
H2 2.2696 -0.8522 3.7109
H3 4.0394 -3.1592 2.9269
H4 -3.7121 -2.5937 1.4623
H5 4.5809 -0.2182 0.5534
H6 2.4394 1.0184 -5.0703
H7 3.3943 0.6708 2.4200
H8 1.2211 2.7061 -1.5650
H9 -2.3907 -2.2708 -0.7512
H10 3.8026 -2.7784 0.5414
H11 -1.0501 2.6830 -2.1635
H12 -1.0136 2.7108 1.4342
H13 -1.0610 3.9743 -0.9574
H14 0.4408 -0.0603 -7.2080
H15 -2.3048 -1.7978 3.5352
H16 1.0878 1.5708 -7.0544
H17 2.2893 -3.0050 2.7351
H18 4.8966 0.2537 3.2355
H19 2.4958 0.6843 -2.6307
H20 1.8749 -0.6166 1.1386
H21 -4.2895 0.6673 0.8111
H22 -1.7811 0.3933 -5.0571
H23 -5.2787 -0.3215 4.5973
H24 3.7634 -1.3986 4.4630
H25 5.4954 -1.3394 1.5696
H26 -0.6633 1.3032 -7.0492
H27 -5.5177 -1.0784 3.0071
H28 -6.3306 0.4387 3.3933
H29 -0.1303 -1.7607 -1.5730
H30 -1.7302 0.0848 -2.6138

Taken from the Mulliken analysis, the atomic charges in e are: 0.17 -0.15 -0.72 -0.66 -0.69 0.95 0.12 0.29 -0.81 -0.53 0.33 0.55 0.45 -0.97 -0.44 -1.00 -0.93 -0.31 0.66 -0.77 -1.25 -0.63 -0.09 -0.09 -0.01 0.44 -1.29 -0.24 -0.47 -1.52 -0.51 0.99 -0.94 -0.79 -0.99 0.47 0.09 0.42 0.46 0.35 0.38 -0.05 0.43 0.50 0.67 0.35 0.28 0.55 0.28 0.51 0.40 0.37 0.50 0.57 -0.07 0.53 0.39 0.35 0.46 0.41 0.39 0.27 0.33 0.85 0.44